# 1
CH8N5 | ωB97M-V/def2-TZVPD

The multiplicity is 1. The highest occupied orbital energy comes out at -0.5005 Eh. Its total charge is +1. The energy relative to the best compared isomer or geometry (same formula, charge and spin) comes out at 2.167 eV. For the HOMO-LUMO gap, the calculation gives 10.61 eV. The LUMO energy comes out at -3.0 eV.

Atoms and positions in Å:
C  2.06353  -0.10612  -0.37886
N  -1.47935  -0.91858  -0.03630
N  1.10597  -0.21961  0.48418
N  3.21315  0.48445  -0.15906
N  -3.34918  0.58317  -0.03338
N  -1.83947  0.22674  0.06134
H  1.91564  -0.54138  -1.36329
H  -2.14642  -1.67650  -0.23674
H  0.16960  -0.63330  0.25200
H  1.20101  0.18709  1.40792
H  3.41396  0.92549  0.73057
H  3.92676  0.52575  -0.87198
H  -3.45666  1.55781  -0.25794
H  -3.91586  -0.08477  -0.53062

# 2
C6H14N2 | ωB97M-V/def2-TZVPD

The multiplicity is 1. The highest occupied orbital energy comes out at -0.3180 Eh. The energy relative to the best compared isomer or geometry (same formula, charge and spin) comes out at 1.329 eV. For the HOMO-LUMO gap, the calculation gives 9.60 eV. The LUMO energy comes out at 0.9 eV.

Atoms and positions in Å:
C  -0.59364  -0.63114  0.08108
C  1.33741  0.76253  0.67268
C  -1.46887  -1.04922  1.26548
C  -0.75763  -1.61041  -1.08389
C  2.25617  1.23133  -0.45279
N  0.80745  -0.57994  0.53128
C  -0.97032  0.76054  -0.39342
N  -1.74026  1.52994  0.28739
H  1.39889  -1.14929  -0.06246
H  -2.05176  2.35803  -0.21779
H  -0.54979  1.02686  -1.37362
H  1.88535  0.79720  1.62208
H  0.40298  1.50215  0.76823
H  -1.34425  -0.34775  2.08524
H  -2.51592  -1.05187  0.97512
H  -1.16496  -2.03510  1.60819
H  -0.47992  -2.61240  -0.76370
H  -0.12100  -1.32748  -1.92243
H  -1.79105  -1.62433  -1.42290
H  1.70295  1.33152  -1.38507
H  3.06773  0.52058  -0.60869
H  2.69042  2.19825  -0.21002

# 3
H5NO3 | ωB97M-V/def2-TZVPD

The multiplicity is 1. The highest occupied orbital energy comes out at -0.3684 Eh. The energy relative to the best compared isomer or geometry (same formula, charge and spin) comes out at 0.388 eV. For the HOMO-LUMO gap, the calculation gives 10.94 eV. The LUMO energy comes out at 0.9 eV.

Atoms and positions in Å:
H  -1.27218  0.37644  0.44522
H  -1.23382  -0.01078  -2.36376
H  1.18036  -0.29157  3.32079
H  1.05697  -1.01813  1.84856
H  2.51911  -0.77002  2.59615
N  1.60586  -0.35400  2.41282
O  -0.86412  -0.40655  0.03139
O  -0.00469  0.17880  -0.94223
O  -0.81762  0.75176  -1.93125

Which value of multiplicity does entry 1 give?
1